(1)
C16H22N2O5 | ωB97M-V/def2-TZVPD

E_tot   -1108.61616 Eh
ΔE to the lowest compared entry with this formula, charge and spin   162.3 kJ/mol
Orbital gap   0.3270 Ha
HOMO   -0.3008 Eh

Element x y z (Å)
C: 3.413 2.832 0.605
H: 3.939 3.527 -0.060
O: 2.344 2.207 -0.055
C: 2.760 1.434 -1.162
C: 1.557 0.681 -1.736
N: 1.050 -0.342 -0.851
C: 0.083 -0.158 0.081
O: -0.213 -1.052 0.856
C: -0.609 1.195 0.106
H: 0.146 1.946 0.340
H: -1.021 1.423 -0.878
C: -1.739 1.241 1.142
N: -3.032 0.986 0.558
C: -3.865 1.998 0.138
O: -3.645 3.177 0.195
O: -5.006 1.447 -0.360
C: -4.889 0.087 -0.255
C: -5.790 -0.887 -0.622
C: -5.411 -2.204 -0.398
C: -4.182 -2.518 0.165
C: -3.274 -1.537 0.535
C: -3.649 -0.225 0.317
H: -2.313 -1.779 0.957
H: -3.923 -3.555 0.320
H: -6.089 -2.998 -0.671
H: -6.741 -0.631 -1.059
H: -1.553 0.490 1.915
H: -1.796 2.236 1.589
C: 1.705 -1.640 -0.851
C: 2.698 -1.839 0.297
O: 3.945 -1.266 -0.037
C: 4.895 -1.398 0.989
H: 5.085 -2.453 1.219
H: 4.563 -0.895 1.905
H: 5.812 -0.935 0.629
H: 2.828 -2.917 0.477
H: 2.298 -1.385 1.213
H: 0.924 -2.399 -0.751
H: 2.229 -1.772 -1.798
H: 0.768 1.397 -1.963
H: 1.869 0.203 -2.669
H: 3.181 2.088 -1.941
H: 3.529 0.714 -0.854
H: 4.132 2.094 0.981
H: 2.985 3.383 1.440

(2)
CH3F3O | ωB97M-V/def2-TZVPD

E_tot   -414.73931 Eh
ΔE to the lowest compared entry with this formula, charge and spin   4.5 kJ/mol
Orbital gap   0.4540 Ha
HOMO   -0.4224 Eh

Element x y z (Å)
F: 0.028 0.759 0.148
F: 0.360 2.895 -0.352
F: 0.572 2.217 1.638
C: 0.761 1.886 0.414
H: 1.814 1.563 0.286
O: -1.231 -2.831 -0.998
H: -0.871 -2.695 -0.092
H: -1.433 -3.793 -1.043

(3)
CH5NSi2 | ωB97M-V/def2-TZVPD

E_tot   -674.74030 Eh
ΔE to the lowest compared entry with this formula, charge and spin   105.0 kJ/mol
Orbital gap   0.3270 Ha
HOMO   -0.3452 Eh

Element x y z (Å)
C: 1.878 0.069 -1.336
N: 2.719 0.838 -1.078
Si: -0.795 0.256 1.493
Si: 0.117 -0.262 -1.237
H: 0.087 -0.695 2.220
H: -0.789 1.504 2.179
H: -2.212 -0.243 1.381
H: -0.801 0.309 -2.223
H: -0.205 -1.777 -1.400